No. 1
This record from OMol25 describes C13H14O in the gas phase at a distorted geometry. The level of theory is ωB97M-V with the def2-TZVPD basis set.

XYZ file:
```
28
Properties=species:S:1:pos:R:3:forces:R:3:lowdin_charge:R:1
C 3.10403 1.48411 3.22618 -1.5631 -0.3091 -2.0266 0.139
C 2.25722 1.35061 2.36808 1.1672 -0.1306 1.9658 -0.120
C -2.55606 -0.58633 -1.77051 -1.6057 -1.7222 1.9925 -0.127
C -2.32964 -1.32644 -0.66010 1.8694 1.3161 -0.4515 -0.034
C -1.48206 -0.18547 -2.56779 1.6100 0.2088 -1.5460 -0.124
C -0.93380 -1.32412 0.01942 -0.6946 -0.7777 -0.0564 -0.243
C -0.21042 -0.61837 -2.29621 -0.7638 1.7029 0.0106 -0.034
C 0.13791 -1.22937 -0.99260 -0.6642 0.3605 -2.8974 -0.227
C -1.00897 -0.12064 1.02521 -0.3039 0.0422 0.4513 -0.143
C 0.18398 0.30835 1.80263 1.0500 -1.6322 0.2090 -0.060
C 1.25632 2.00919 0.24152 2.0691 -1.7306 -1.2769 -0.034
C 1.31923 -1.81821 -0.84703 2.7172 2.4391 -1.8542 -0.191
C 1.20675 1.12214 1.47150 -1.5412 0.3863 -0.8511 -0.308
O 1.70668 -2.34905 0.26113 0.8707 -1.9262 3.5685 0.039
H 4.02888 1.34042 3.64971 1.3730 0.1517 1.1549 0.003
H -3.55125 -0.38198 -2.18568 0.2233 -0.4083 0.5138 0.110
H -3.00928 -1.79596 -0.04183 -1.9779 -0.6550 0.7946 0.076
H -1.87686 0.28716 -3.49606 1.4055 -0.1625 0.4747 0.112
H -0.79230 -2.32116 0.59241 -0.4311 1.5582 -0.5598 0.163
H 0.56138 -0.31321 -3.00320 0.1220 -0.4654 0.2358 0.108
H -1.68723 -0.54670 1.77657 -0.3140 0.6797 -0.1380 0.116
H -1.42722 0.79559 0.60864 -0.4364 -0.4228 -0.5944 0.125
H 0.22071 -0.31926 2.70519 0.6969 0.7673 0.0775 0.123
H 2.34272 2.08425 -0.17604 -1.8805 -0.2061 0.8064 0.124
H 0.62217 1.66547 -0.56832 -0.0917 -0.2815 -0.0755 0.059
H 0.94656 2.97542 0.46962 -0.4230 1.8630 0.5989 0.055
H 2.33142 -1.62052 -1.43411 -2.7884 -0.5851 0.2091 0.183
H 1.08895 -2.23290 1.01226 0.3051 -0.0604 -0.7356 0.110
```
Forces are in eV/Å.

calculated total energy = -578.81007 Ha
net charge = 0
SMILES string = C#C/C(C)=C/C[C@H]1C=CC=C/C1=C/O
ΔE to the lowest compared entry with this formula, charge and spin = 126.8 kcal per mole

---

No. 2
This record from OMol25 describes a molecular structure, C34H19Cl5N2O2S2V. The level of theory is ωB97M-V with the def2-TZVPD basis set.

XYZ file:
```
65
Properties=species:S:1:pos:R:3:forces:R:3:lowdin_charge:R:1
V 0.47042 0.47290 -0.28149 0.2183 0.3143 0.1790 0.818
C 4.76140 1.07727 -0.77400 -0.0006 0.0339 -0.0212 -0.002
C 3.30201 1.44788 -0.70310 -0.1426 0.0565 0.0127 -0.336
O 2.50014 0.49560 -0.64109 -0.0119 -0.0719 0.0386 -0.086
C 2.88823 2.83215 -0.73005 0.2100 -0.0290 -0.0162 -0.090
C 3.88640 3.83818 -0.74397 -0.0371 0.0294 0.0005 -0.044
C 3.58247 5.16735 -0.83855 -0.0060 -0.0693 0.0077 -0.096
C 2.23066 5.54145 -0.94157 -0.0369 0.0795 -0.0088 -0.078
C 1.23608 4.60566 -0.93804 0.0581 -0.1013 0.0180 -0.009
C 1.51632 3.21545 -0.81487 -0.1371 0.1303 -0.0152 -0.326
O 0.51481 2.39835 -0.79858 0.0462 -0.1014 -0.0625 -0.181
H 4.83640 -0.00652 -0.76951 0.0198 0.0004 -0.0065 0.083
H 5.30424 1.47676 0.08325 -0.0233 -0.0111 0.0277 0.094
H 5.22758 1.48020 -1.67344 -0.0064 -0.0176 -0.0116 0.093
H 4.92435 3.54384 -0.67238 0.0047 0.0088 -0.0002 0.102
H 4.36172 5.91622 -0.83647 0.0101 -0.0045 -0.0006 0.097
H 1.97268 6.59093 -1.02246 -0.0012 -0.0039 0.0018 0.105
H 0.19316 4.88412 -1.01083 -0.0023 0.0193 0.0002 0.113
S -6.48191 1.85535 -1.38202 -0.1566 -0.0566 0.0607 1.056
C -6.82661 3.51562 -1.19578 0.0567 0.1451 -0.0766 -0.412
C -5.73087 4.21441 -0.78997 -0.0208 -0.0484 0.0522 -0.175
C -4.59818 3.38222 -0.59655 -0.1492 -0.0288 0.0281 -0.110
C -4.86070 2.06537 -0.86230 0.2927 0.0102 -0.0072 -0.490
C -3.93647 0.93073 -0.74314 0.0801 0.1901 -0.0436 -0.179
C -2.54637 1.17960 -0.71002 -0.0590 -0.0188 0.0294 -0.075
N -1.64877 0.22911 -0.57330 -0.1484 0.0230 0.0155 0.047
C -2.06957 -1.05535 -0.52220 0.2167 -0.1897 -0.0086 -0.133
C -3.41549 -1.41190 -0.54356 -0.0887 -0.0640 -0.0348 -0.124
C -3.75795 -2.80892 -0.48436 -0.0142 0.0529 0.0062 -0.010
C -2.80199 -3.76122 -0.47330 0.0745 -0.0092 0.0052 -0.011
C -1.40442 -3.41677 -0.52272 -0.1028 -0.0616 -0.0471 -0.123
C -0.37041 -4.36018 -0.60373 -0.0550 0.0684 0.0605 0.061
C 0.93645 -3.93466 -0.70075 0.2348 0.0586 -0.0316 -0.181
C 1.18110 -2.54657 -0.67162 -0.0305 -0.0180 -0.0323 -0.124
N 0.23201 -1.64129 -0.55449 0.0247 -0.2716 -0.0072 0.038
C -1.05055 -2.06816 -0.51455 -0.2460 0.2179 0.0097 -0.132
C 2.06094 -4.87498 -0.80824 -0.1921 0.0105 -0.0325 -0.479
C 2.01201 -6.21240 -1.09264 0.0573 0.0402 0.0092 -0.120
C 3.29172 -6.82236 -1.09974 0.0094 0.0445 0.0356 -0.179
C 4.28671 -5.93619 -0.81866 0.0323 -0.0764 -0.0524 -0.410
S 3.68281 -4.36445 -0.55355 0.0397 -0.0040 0.0696 1.061
C -4.35861 -0.37635 -0.64326 0.0676 -0.1070 0.0603 0.039
H -7.81101 3.89881 -1.40783 -0.0113 -0.0279 -0.0293 0.066
H -5.72965 5.28000 -0.61722 -0.0226 0.0087 -0.0012 0.105
H -3.64744 3.74950 -0.23973 0.0337 -0.0402 0.0106 0.108
H -2.14007 2.17956 -0.78618 -0.0894 0.0319 -0.0168 0.099
H -4.80475 -3.08436 -0.45979 -0.0083 0.0121 -0.0099 0.118
H -3.07288 -4.80896 -0.43935 0.0031 -0.0065 -0.0106 0.117
H -0.60974 -5.41543 -0.58737 -0.0058 -0.0202 0.0042 0.124
H 2.18489 -2.14289 -0.72402 0.0148 -0.1143 -0.0524 0.070
H 1.09638 -6.74566 -1.30101 -0.0188 -0.0012 -0.0096 0.108
H 3.46404 -7.86845 -1.30259 0.0015 -0.0098 -0.0022 0.104
H 5.34502 -6.12886 -0.75598 0.0077 0.0143 -0.0012 0.067
H -5.41425 -0.62102 -0.63819 -0.0192 0.0207 0.0019 0.111
Cl -1.29797 2.48923 1.91697 0.1261 -0.1968 0.0646 0.681
C -0.28892 1.28582 2.72634 -0.3034 0.3964 -0.1781 -0.652
C 0.48949 0.43052 1.95325 -0.0068 -0.0510 -0.1512 -0.199
C 1.29607 -0.39591 2.72753 0.3323 -0.3774 -0.1963 -0.645
Cl 2.42150 -1.49544 1.91653 -0.1222 0.1971 0.2010 0.685
C 1.32073 -0.43228 4.11836 -0.0500 0.0666 0.1544 -0.715
Cl 2.35296 -1.50733 4.99004 -0.0157 0.0097 -0.0476 0.659
C 0.48851 0.43086 4.82537 0.0148 -0.0058 -0.0349 -0.716
Cl 0.47898 0.42214 6.54778 -0.0064 -0.0038 -0.0117 0.667
C -0.32329 1.31217 4.11731 0.0522 -0.0488 0.1445 -0.714
Cl -1.33255 2.40951 4.98739 0.0089 -0.0234 -0.0398 0.659
```
Forces are in eV/Å.

<S²> = 3.77
calculated total energy = -5608.49275 Ha
net charge = 0
2S+1 = 4
ΔE to the lowest compared entry with this formula, charge and spin = 3.7 kcal per mole

---

No. 3
This record from OMol25 describes a molecular structure, H4OP2 at a distorted geometry. The level of theory is ωB97M-V with the def2-TZVPD basis set.

XYZ file:
```
7
Properties=species:S:1:pos:R:3:forces:R:3:lowdin_charge:R:1
O -2.04654 -0.04351 0.69232 -0.6310 0.1901 0.1665 -0.607
P -0.08557 -2.17583 0.37669 0.4742 -0.2111 0.2825 0.438
P -0.58845 0.00347 0.52240 0.5486 -0.1128 -0.1233 0.519
H 0.29964 -2.17914 1.75387 -0.4061 0.0197 -0.0338 -0.163
H 1.29002 -1.99335 0.08939 0.0150 0.1174 -0.2940 -0.187
H 0.74360 3.29741 -2.05219 -0.6455 -0.3761 1.2114 0.008
H 0.38729 3.09095 -1.38247 0.6448 0.3728 -1.2092 -0.009
```
Forces are in eV/Å.

calculated total energy = -760.27256 Ha
net charge = 0
ΔE to the lowest compared entry with this formula, charge and spin = 18.2 kcal per mole